ORCA calculation (ωB97M-V/def2-TZVPD) on a 2-piece molecular cluster, C5H11N overall.

Each line ends with the Mulliken charge.
Cartesian coordinates (Å):
1 C 2.04 -0.15 0.38  -1.07
2 C 1.35 0.01 -0.97  -0.41
3 N -0.09 0.31 -0.83  -0.25
4 C -0.50 1.70 -1.17  -0.21
5 C -0.41 1.45 0.08  -0.41
6 H 3.03 -0.61 0.26  0.36
7 H 2.18 0.81 0.88  0.31
8 H 1.45 -0.80 1.04  0.24
9 H 1.87 0.78 -1.56  0.26
10 H 1.40 -0.93 -1.52  0.35
11 H -0.80 2.25 -2.05  0.37
12 H -0.55 1.61 1.14  0.40
13 C -2.23 -1.28 0.81  -0.94
14 H -1.84 -0.78 -0.08  0.26
15 H -2.79 -0.58 1.43  0.24
16 H -1.39 -1.67 1.37  0.19
17 H -2.89 -2.10 0.52  0.32

The relative energy (zero: lowest compared OMol25 entry of this formula, charge and spin) is 382.1 kJ/mol. As for the charge: 0. For the highest occupied orbital energy, the calculation gives -8.18 eV. As for the orbital gap: 9.340 eV. The spin multiplicity is 1. Its SMILES is CCN1C=C1.C. The value obtained for the total energy is -6849.569 eV. The calculation puts the lowest unoccupied orbital energy at 1.1616 eV.